Entry 1:
34
Properties=species:S:1:pos:R:3:forces:R:3:mulliken_charge:R:1 method="wB97M-V/def2-TZVPD" e_above_lowest_kcal_mol=0.0 multiplicity=3 homo_lumo_gap_ha="0.212 / 0.178" total_charge=-1
Se -2.95312 -2.45408 -0.00180 1.2710 -0.4821 -0.0414 0.244
N 1.98608 4.03832 0.04440 1.2151 0.5070 -0.0140 0.992
C 4.41248 -2.52358 -0.03750 -0.1560 0.1306 0.0425 -0.138
H -3.10462 2.43592 -0.05370 0.2878 -0.0613 -0.0071 0.509
C -0.43772 4.54732 -0.00250 0.1013 0.0355 0.0366 -0.375
Se -6.41862 -2.96138 2.10490 -0.4525 -0.4325 1.8923 -0.341
O 2.19908 5.26242 0.04580 -0.2488 -1.7464 0.0065 -0.617
H 1.07998 1.47062 0.02730 -0.5414 1.4567 -0.8906 0.639
H -0.41302 -4.17188 -0.00180 0.0754 1.9898 0.0096 -0.132
C 0.58848 3.59112 0.01750 -1.0566 -0.1775 0.0202 -0.274
C -1.38802 0.31602 -0.02030 -2.9250 -0.4348 -0.3722 0.772
O -2.62042 0.00922 -0.04370 2.2569 0.9673 0.2095 -0.647
H 1.67508 -4.28698 -0.94420 0.0871 0.2558 0.1521 0.344
H 4.29788 -0.60968 0.94640 -0.2870 -0.0605 -0.0259 0.389
Se -6.40132 -4.05558 -1.50180 0.0916 -1.1136 -0.4315 -0.552
H -0.21972 5.61182 0.00150 0.1794 -0.2734 0.0066 0.446
H 5.49848 -2.55018 -0.05120 -0.1507 0.0510 0.0332 0.375
C 3.74278 -1.43808 0.52050 0.2961 -0.4094 -0.2690 -0.543
N 1.61668 -2.45408 -0.00180 0.9000 0.2187 0.1290 -0.154
Se -6.41842 -0.38488 -0.64610 0.0375 1.1704 0.1054 -0.546
H -2.57382 4.85442 -0.04380 0.1875 -0.0834 -0.0034 0.386
C 0.29188 2.22322 0.01200 -0.3793 0.7000 -0.6954 -0.279
C 2.29378 -3.49278 -0.53580 -0.0181 -0.3623 -0.2388 -0.006
H 4.16758 -4.43268 -1.01900 -0.1828 0.0902 0.0504 0.368
O 2.88178 3.18192 0.06430 -1.3007 1.1361 -0.0284 -0.583
C -2.06502 2.76402 -0.03370 -0.0101 -0.2714 0.0639 -0.548
C 2.35498 -1.44768 0.51560 -0.7289 0.1272 0.2392 0.390
C 3.67648 -3.57268 -0.57690 -0.1353 0.3631 0.1725 -0.728
Sb -5.53812 -2.46398 -0.01120 0.1202 0.4819 -1.6261 0.648
Pt -0.41302 -2.45408 -0.00180 -1.6266 -4.4508 0.0813 0.195
Br 1.42768 0.02372 1.27210 4.4308 -1.6677 3.5106 -0.165
O -0.41302 -0.49698 -0.00180 -2.1031 2.1008 -2.1330 -0.732
C -1.76632 4.12802 -0.02810 0.4247 -0.5362 0.0012 -0.589
C -1.04692 1.79312 -0.01390 0.3406 0.7811 0.0142 0.253

Entry 2:
27
Properties=species:S:1:pos:R:3:forces:R:3:mulliken_charge:R:1 method="wB97M-V/def2-TZVPD" homo_lumo_gap_ha=0.304
H 0.27348 -2.12527 2.31821 -0.0733 0.3875 -0.1804 0.345
C -2.07848 1.68455 1.19394 -0.1541 0.0287 0.8525 -1.011
C 0.37939 -1.62456 0.23891 -0.8961 -0.0230 2.0174 -0.369
S 3.69812 0.06438 -3.85708 -2.3668 1.0923 -1.6326 0.571
N 2.19621 -0.86381 -3.73025 1.3123 0.6503 1.6813 -0.592
C -1.23815 0.57679 0.89201 -0.3028 0.3331 -0.6840 0.875
H -2.45338 2.29773 0.37352 0.2048 -0.0413 0.2668 0.368
O 3.32733 1.17211 -4.75446 0.8649 -1.1506 0.5997 -0.517
H -2.37403 1.20941 4.59714 0.0834 0.1440 -0.5962 0.397
Cl -0.84587 -1.12167 4.56819 -0.0924 0.4653 -0.6900 -0.237
H -1.21513 0.99389 -1.22045 0.0593 -0.1911 -0.0548 0.416
C -0.06316 -0.80102 -0.79463 -1.0675 1.3520 0.1177 0.074
C -0.81866 -0.29126 1.93094 0.2042 -0.1895 -0.5896 0.118
C -0.86030 0.29841 -0.46421 0.5019 -0.5523 0.2585 -0.240
H -0.38577 -0.85039 -2.94453 0.1513 -0.0125 0.1467 0.401
C -2.06881 1.08801 3.55079 1.2197 -1.6997 -0.2202 -0.600
H 0.92344 -2.52231 -0.01470 0.2189 -0.0613 0.1642 0.418
C 1.65966 -0.56756 -2.56846 1.7180 0.2586 -2.2844 0.660
H 2.08822 0.35481 -0.80243 0.8049 0.4194 0.3698 0.277
C -1.25960 -0.02715 3.23595 -1.1688 1.1989 1.5030 0.943
C 0.35241 -1.16067 -2.19645 -0.6758 0.5084 0.5195 -1.202
N 2.28154 0.35109 -1.78922 0.2357 0.0396 -1.0242 -0.038
C -2.45676 1.94952 2.50963 0.3218 -0.4165 -1.0216 -0.475
O 3.59234 0.74224 -2.31648 -2.0131 -1.3609 1.6008 -0.312
C -0.02110 -1.39201 1.56264 0.9465 -1.0960 -0.8847 -1.039
H 0.44144 -2.23894 -2.24996 0.0936 -0.1901 -0.2403 0.378
H -3.07436 2.80368 2.73147 -0.1303 0.1066 0.0054 0.390

Entry 3:
32
Properties=species:S:1:pos:R:3:forces:R:3:mulliken_charge:R:1 method="wB97M-V/def2-TZVPD" homo_lumo_gap_ha=0.323
H 0.35068 0.41807 0.81105 -0.0752 -0.0902 -0.1692 0.402
Cu -1.00870 0.08015 -1.24659 -0.1336 0.1235 0.1162 0.201
H 1.84066 -0.11313 -6.28646 -1.1848 -0.6183 0.6772 0.315
C -0.13963 -0.46643 -5.31339 0.1149 -0.3557 -1.1146 -0.743
O -3.34755 1.18161 1.93108 0.7302 -0.2588 0.2616 -0.627
C 1.20627 0.03124 2.69793 0.4192 -0.0486 -1.1992 -0.137
N -0.09455 -0.19428 -2.92628 -0.7127 0.5922 -0.6912 -0.334
H 2.96257 0.20609 -4.22765 0.2778 0.3064 0.2284 0.400
O 2.61490 -0.26011 0.81702 -1.5013 -0.6351 -2.3796 -0.606
C 1.90041 0.07595 -4.17104 0.0237 -0.6092 -1.8367 -0.800
C 1.23355 0.06707 -3.00212 -0.4047 -0.0761 0.4431 0.239
C -2.29531 0.77569 1.48314 0.5915 -0.5540 -2.5227 0.272
C -1.09324 0.39158 2.36948 -2.6707 1.0704 0.6173 0.501
O 3.49771 0.05008 2.65125 1.6952 0.0862 2.4747 -0.590
H -2.65696 -0.05115 -3.23972 -0.3251 0.0452 0.6255 0.116
O -1.40516 0.01944 6.47587 0.1661 -0.0959 1.0122 -0.570
N 2.52271 -0.10762 1.99396 -0.0901 1.0785 1.2324 0.986
O -2.06608 0.59738 0.17483 -0.3924 0.2735 1.6115 -0.615
N -0.33643 -0.26959 5.99647 0.1333 -0.6802 -0.7938 0.950
N -2.17794 -0.45453 -4.00792 1.4980 -0.2348 -0.5913 -0.414
H -2.67637 -1.00372 -4.67738 -0.2183 0.0872 -0.1420 0.199
C 1.21007 -0.22848 -5.36489 1.3133 0.8098 0.0158 -0.101
H 1.88812 -0.01690 4.71910 -0.2328 -0.4784 0.0228 0.477
C -1.39145 0.27949 3.74546 1.8094 -0.9854 -1.1268 -0.874
C 1.03604 -0.03156 4.05018 -0.0183 -0.4851 -0.0477 -0.271
H -2.40599 0.39033 4.04756 -0.4244 0.0303 0.5034 0.557
C -0.80212 -0.37302 -4.09900 -0.0189 -0.0457 2.0909 1.049
C 0.15923 0.28340 1.85975 0.0016 -0.2887 -0.5721 -0.424
H -0.70677 -0.73078 -6.20575 0.1005 0.3170 0.1716 0.335
C -0.29279 -0.07644 4.50801 1.7364 0.9791 1.1018 0.303
H 1.82015 0.28965 -2.12006 -0.5619 -0.1870 0.4494 0.382
O 0.65397 -0.75949 6.55612 -1.6461 0.9279 -0.4688 -0.578

Entry 4:
68
Properties=species:S:1:pos:R:3:forces:R:3:mulliken_charge:R:1 method="wB97M-V/def2-TZVPD" homo_lumo_gap_ha=0.058 total_charge=-2
S 2.94221 -5.24824 -2.68865 3.9724 0.4806 -2.8189 1.114
F 0.95907 -1.63137 -1.67822 -0.9189 0.2343 -0.1564 -0.150
H 3.18334 -4.45564 3.18682 -0.3237 -0.1570 -0.6290 0.330
S -4.21258 0.86296 1.29009 -4.6939 0.9236 -3.0313 0.780
O -1.33373 0.85267 -1.19819 2.2740 -2.0138 0.5886 -0.308
C -4.87758 -1.64779 -3.71694 0.6532 0.2498 -1.2265 0.322
F 1.04907 -6.13785 -0.97199 0.0775 1.2744 0.3803 -0.263
F -2.02292 7.23791 0.81969 0.2607 -1.4652 0.1118 -0.217
O -3.78451 -0.51719 1.43243 0.5051 -1.1192 1.3589 -0.575
O -5.88894 -0.63295 -1.47324 2.5153 -0.3183 -2.0381 -0.639
O 4.18012 -5.08922 -1.89512 -2.6448 -0.0459 -0.3749 -0.545
N 1.26228 2.52490 -2.10083 0.2239 0.3539 1.2930 -0.582
O -0.05355 5.37965 -0.79691 -0.8950 -0.8380 1.9824 -0.631
O -0.59509 0.56407 1.16423 0.4429 -1.1061 -2.9706 -0.565
O -1.85053 3.70906 -0.76215 -0.6719 -0.3470 0.6710 -0.016
F 1.97117 -4.16811 -0.37823 -0.7723 -0.8624 -0.2590 -0.145
O 6.62926 -0.94263 -2.86354 0.8747 2.0645 0.2672 -0.673
O 2.88136 -4.28741 -3.85622 -1.3670 -1.7600 3.0685 -0.625
H -0.43675 2.26619 3.08242 -0.7939 0.2394 -0.1828 -0.355
Zn -2.72849 2.19456 -1.51750 0.2139 -1.2466 0.8474 0.430
F 5.53801 -0.35085 -0.07048 0.3101 1.0432 1.2312 -0.255
Zn -3.19313 -2.25749 0.64811 -0.0267 1.9865 -1.1878 0.941
H 2.88423 -2.86028 2.33759 -0.0071 -0.1229 0.2653 0.019
N 5.14382 -4.41739 0.65166 -0.1331 0.2373 0.7343 -0.294
S -4.53864 -0.84940 -2.04905 -2.5594 1.8606 3.3445 1.102
C 0.17612 2.30123 5.01439 1.4868 -1.3783 3.4488 0.029
C -3.92397 1.68667 2.95271 2.1081 -0.6037 -1.0116 0.529
H 0.46874 3.67170 3.46666 0.0960 0.1488 0.2228 0.379
N 0.59096 1.76209 5.97798 -1.3368 1.5418 -2.9590 -0.485
O 6.27343 -3.04799 -1.69745 -1.0121 2.8836 0.0048 -0.636
F -3.85369 -2.27385 -4.34929 -0.8320 0.5917 1.2145 -0.178
F -2.68644 1.29866 3.41227 -1.2843 0.8749 -0.5690 -0.216
F -3.47776 5.63565 0.93808 0.2128 -0.0150 -0.0422 -0.225
O -3.83986 -1.85513 -1.21103 0.1407 -0.6280 -1.1072 -0.539
O 4.60918 -2.19783 -3.25711 0.2628 1.2678 1.2878 -0.601
C 3.61163 -3.61023 2.64834 1.2981 -0.0003 -0.5483 -0.751
F 1.77455 0.07310 -0.71283 -0.3200 0.5103 0.3774 -0.210
H 0.43547 2.92982 0.90496 0.0827 0.0806 -0.2420 -0.269
S 5.65310 -1.81603 -2.29456 -0.4048 -5.5566 -0.7193 1.100
C -2.17290 5.89033 0.79639 -0.1187 -0.1364 -0.6713 0.622
C -0.31684 3.02431 3.85635 0.8210 -0.1518 -0.2179 0.198
O -3.42985 1.60843 0.28656 -0.4481 -0.2427 1.9203 -0.072
S -1.48577 5.13837 -0.79583 2.6602 2.9593 -4.0223 1.176
F -5.25758 -0.62394 -4.48329 0.0829 0.0864 -0.0765 -0.203
H 1.93335 3.88425 0.55465 -0.3410 0.2750 0.3201 0.510
F -1.51662 5.29004 1.79783 -0.1500 0.6649 0.0715 -0.181
C 0.90501 -0.88568 -0.60800 0.6584 -0.8716 0.3265 0.195
F -5.90611 -2.47335 -3.62323 0.3626 -0.2174 0.3911 -0.165
F 3.85600 -1.64158 -0.28827 -1.6211 -1.1434 1.4314 -0.195
H 4.32629 -3.22507 3.37567 -0.1889 0.6048 0.0457 0.361
H -1.16514 3.64927 4.13550 -0.1888 -0.3891 -0.3804 0.323
F 0.48984 -4.27177 -1.95471 -0.8585 0.1935 0.0487 -0.190
O 2.79584 -6.64248 -3.15190 -1.2118 0.9004 0.8526 -0.708
C 1.38774 2.70239 -0.96308 -0.7101 -0.6121 -2.1692 0.247
H 2.06650 2.22396 0.98560 -0.1497 -0.3500 -0.2528 0.488
C 4.46385 -4.00136 1.48361 -0.5155 -0.6841 0.4772 0.364
C 1.50156 -4.91848 -1.40514 2.1219 -0.8905 -1.1106 0.454
O -2.00405 5.84090 -1.96564 -1.6357 -0.7154 1.5635 -0.735
O -3.76292 0.41138 -2.24904 -0.8307 -1.7403 -0.7220 -0.637
F -3.98104 3.00336 2.72931 0.1396 -0.6476 0.6327 -0.192
F -4.78929 1.29234 3.83768 -0.7787 0.1269 0.3156 -0.168
O -1.73419 -1.16360 0.02787 -0.3278 -3.1286 -0.4761 0.043
C 4.67994 -0.88263 -0.91084 3.0028 -1.3574 -4.0102 0.576
S -0.79980 -0.10040 -0.16359 0.3766 4.9856 2.7290 1.043
F 4.02439 0.03630 -1.59685 -0.4984 1.4246 0.3013 -0.211
F 1.22211 -1.66630 0.45361 -0.8343 0.7563 -0.3376 -0.120
C 1.42615 2.92510 0.45037 0.8652 0.5990 0.8672 -0.378
O -5.67540 0.91984 0.99953 3.3025 0.4384 1.5260 -0.569